(i)
Computed, not measured: 2 unconnected molecules or ions with the total composition C4H4ClNO, with the ωB97M-V functional and the def2-TZVPD basis.

Computed properties:
Frontier orbital gap (spin up / spin down) (Ha): 0.2951 / 0.1965

Each line ends with the Mulliken charge.
Atoms and positions in Å:
C: 1.260 1.606 -0.049  -1.0293
C: 0.527 -1.966 -0.112  -0.3066
C: 0.731 0.430 0.040  0.4187
C: -1.948 0.798 0.207  0.2593
N: 0.534 -0.700 -0.245  -0.0717
O: -2.684 1.707 -0.032  -0.3112
Cl: -2.696 -0.924 0.177  -0.2136
H: 2.227 1.735 -0.360  0.3347
H: 0.917 2.319 0.555  0.3362
H: 0.838 -2.454 -0.978  0.2948
H: 0.296 -2.550 0.796  0.2886

(ii)
Computed, not measured: a single C4H4ClNO molecule, with the ωB97M-V functional and the def2-TZVPD basis.

Computed properties:
Frontier orbital gap (Ha): 0.3588
SMILES string: C=C=NCC(=O)Cl

Each line ends with the Mulliken charge.
Atoms and positions in Å:
C: 0.684 -1.700 -1.664  -0.9764
C: 0.589 -1.107 -0.496  0.6770
N: 0.566 -0.536 0.591  -0.4141
C: 0.195 0.852 0.714  -0.4113
C: -1.206 1.004 1.137  0.5336
O: -2.120 0.255 0.845  -0.4369
Cl: -1.613 2.612 1.731  -0.1777
H: 1.654 -1.589 -2.003  0.2526
H: 0.030 -2.394 -2.152  0.2929
H: 0.866 1.296 1.488  0.2876
H: 0.355 1.307 -0.191  0.3726

(ii) wins, 3.880 eV ahead of the next structure.

(i)
Computed, not measured: a single C4H2N2OS molecule, with the ωB97M-V functional and the def2-TZVPD basis.

Computed properties:
Frontier orbital gap (Ha): 0.3558
SMILES string: c1nc2conc2s1

Each line ends with the Mulliken charge.
Atoms and positions in Å:
C: 1.925 0.415 0.019  -0.0470
N: 0.889 1.161 0.091  -0.5652
C: -0.218 0.358 -0.065  0.3912
C: -1.533 0.562 -0.090  -0.3499
O: -2.119 -0.720 -0.023  -0.1660
N: -1.092 -1.705 0.105  -0.4504
C: -0.032 -1.034 -0.022  0.5463
S: 1.672 -1.324 -0.033  -0.1379
H: 2.855 0.944 -0.079  0.4367
H: -2.347 1.343 0.096  0.3423

(ii)
Computed, not measured: a single C4H2N2OS molecule, with the ωB97M-V functional and the def2-TZVPD basis.

Computed properties:
Frontier orbital gap (spin up / spin down) (Ha): 0.3215 / 0.2747

Each line ends with the Mulliken charge.
Atoms and positions in Å:
C: 1.509 -0.716 -0.215  -0.5078
C: 1.175 0.681 -0.238  -0.0872
C: 0.573 -1.449 0.507  0.2214
C: -0.880 0.277 0.644  0.5201
N: -0.028 1.110 0.078  -0.5228
N: -0.505 -0.960 0.935  -0.4538
O: -2.984 0.376 -1.078  -0.3581
S: -3.053 0.298 0.405  0.3380
H: 2.338 -1.151 -0.593  0.4607
H: 1.855 1.534 -0.445  0.3894

(i) wins, 2.614 eV ahead of the next structure.

(i)
Computed, not measured: 13 unconnected molecules or ions with the total composition C26H78O13S13, with the ωB97M-V functional and the def2-TZVPD basis.

Computed properties:
Frontier orbital gap (Ha): 0.2918

Each line ends with the Mulliken charge.
Atoms and positions in Å:
C: 9.401 4.078 10.580  -1.1549
S: 8.609 4.252 8.959  0.8981
O: 7.145 4.047 9.342  -0.6241
C: 9.023 5.975 8.627  -1.2279
H: 10.317 4.670 10.751  0.4145
H: 9.723 3.065 10.780  0.1206
H: 8.705 4.265 11.435  0.4230
H: 8.816 6.530 9.552  0.4366
H: 8.548 6.302 7.652  0.2640
H: 10.075 6.001 8.397  0.4048
C: 7.955 0.592 8.185  3.1160
S: 6.282 0.001 8.273  -0.6139
O: 6.209 -0.756 9.581  0.3410
C: 5.436 1.570 8.483  0.9390
H: 8.672 -0.224 8.420  -0.9376
H: 8.013 1.455 8.917  -0.9770
H: 8.204 0.986 7.175  -1.0712
H: 5.867 2.144 9.309  0.2828
H: 4.414 1.385 8.817  -0.2151
H: 5.310 2.104 7.532  -0.5125
C: 9.538 -1.644 5.646  -1.3652
S: 9.681 0.095 5.117  1.2414
O: 11.150 0.320 5.462  -0.7595
C: 9.769 0.025 3.351  -1.3202
H: 9.502 -1.676 6.703  0.1479
H: 10.314 -2.262 5.273  0.5482
H: 8.622 -1.878 5.128  0.4738
H: 8.888 -0.473 2.991  0.3978
H: 10.571 -0.522 2.871  0.4195
H: 9.737 1.157 3.206  0.2652
C: 4.980 1.726 3.462  -0.9649
S: 5.122 0.388 4.480  0.2426
O: 6.372 0.469 5.225  -0.2771
C: 3.871 0.858 5.616  0.0729
H: 4.580 2.693 3.900  0.1557
H: 4.237 1.487 2.679  0.5218
H: 5.931 1.864 3.050  0.2521
H: 3.895 1.878 5.912  -0.4870
H: 3.931 0.266 6.557  -0.1866
H: 2.853 0.842 5.268  0.8160
C: 0.663 -2.314 8.818  -1.0072
S: 2.439 -2.218 9.072  0.5372
O: 2.893 -1.931 7.673  -0.6311
C: 2.664 -0.862 10.192  -0.1195
H: 0.404 -1.907 7.796  0.2535
H: 0.074 -1.642 9.539  0.2549
H: 0.265 -3.287 8.966  0.4791
H: 2.347 0.097 9.883  0.3617
H: 3.719 -0.798 10.344  -0.5643
H: 2.285 -1.100 11.208  0.4665
C: 5.029 -5.439 13.332  -1.2702
S: 6.505 -4.666 12.621  0.6505
O: 6.958 -5.760 11.638  -0.7142
C: 5.580 -3.520 11.649  -0.7047
H: 4.604 -4.779 14.013  0.4519
H: 5.279 -6.398 13.848  0.3199
H: 4.337 -5.687 12.660  0.4294
H: 6.435 -2.945 11.194  -0.1916
H: 4.924 -2.807 12.146  0.3876
H: 5.040 -4.099 10.920  0.5515
C: 12.136 -4.468 9.014  -0.5157
S: 13.209 -3.162 8.644  0.4504
O: 14.136 -3.697 7.526  -0.6532
C: 12.169 -1.969 7.778  0.8409
H: 11.302 -4.202 9.654  -0.0673
H: 12.870 -5.018 9.566  0.3506
H: 11.707 -5.088 8.226  0.3240
H: 11.297 -1.657 8.279  -0.7818
H: 11.818 -2.322 6.758  0.1149
H: 12.734 -1.082 7.552  -0.0603
C: 6.816 3.741 5.937  0.1346
S: 8.344 4.032 5.076  0.0384
O: 9.387 2.998 5.618  -0.2131
C: 7.965 3.319 3.510  -0.4747
H: 7.019 2.766 6.371  -0.6329
H: 5.972 3.723 5.262  0.4702
H: 6.683 4.637 6.584  0.0703
H: 8.701 3.512 2.666  0.3841
H: 6.982 3.685 3.284  0.5137
H: 7.853 2.211 3.741  -0.3255
C: 9.295 -1.954 10.513  0.5708
S: 9.310 -2.319 12.277  0.2157
O: 7.954 -2.085 12.959  -0.4533
C: 9.598 -4.071 12.153  -1.3446
H: 8.966 -0.907 10.379  -0.3564
H: 8.511 -2.641 10.237  0.3536
H: 10.097 -2.292 10.018  -0.3953
H: 10.597 -4.262 11.865  0.4435
H: 9.026 -4.604 11.415  0.4548
H: 9.507 -4.402 13.112  0.5260
C: -1.104 2.438 8.140  -0.8889
S: -0.505 0.767 8.109  0.4838
O: -1.214 0.241 6.873  -0.6823
C: 1.063 1.114 7.292  -0.7468
H: -0.410 2.870 8.915  0.2094
H: -2.096 2.568 8.396  0.4729
H: -0.857 3.049 7.225  0.2390
H: 1.977 1.441 7.925  0.0919
H: 1.076 1.820 6.341  0.4106
H: 1.440 0.185 6.941  0.3096
C: 7.178 1.279 11.724  -1.2088
S: 5.942 0.267 12.493  0.9650
O: 6.004 0.358 13.982  -0.7757
C: 4.554 1.221 11.995  -0.8506
H: 7.324 2.226 12.206  0.6674
H: 7.131 1.284 10.692  -0.1969
H: 8.183 0.875 11.951  0.3483
H: 3.696 0.835 12.506  0.5181
H: 4.428 1.376 10.900  -0.2673
H: 4.782 2.207 12.298  0.5455
C: 3.928 4.929 7.669  -0.1517
S: 2.800 5.129 8.973  0.1775
O: 1.863 3.920 8.963  -0.4937
C: 3.989 4.748 10.221  -1.0178
H: 3.841 4.187 6.932  0.0384
H: 4.976 4.967 7.930  -0.1807
H: 3.790 5.971 7.126  0.3866
H: 4.200 3.696 10.106  0.1447
H: 3.634 4.915 11.191  0.6143
H: 4.808 5.404 10.224  0.4102
C: 11.396 1.440 8.725  0.0833
S: 11.516 2.618 7.360  1.0505
O: 11.619 3.912 8.115  -0.7590
C: 13.181 2.296 6.768  -1.2350
H: 10.716 1.583 9.575  0.0030
H: 12.453 1.408 9.079  0.5197
H: 11.214 0.479 8.229  -0.6865
H: 13.292 1.237 6.732  0.2105
H: 13.870 2.704 7.497  0.4117
H: 13.448 2.646 5.819  0.4056

(ii)
Computed, not measured: 13 unconnected molecules or ions with the total composition C26H78O13S13, with the ωB97M-V functional and the def2-TZVPD basis.

Computed properties:
Frontier orbital gap (Ha): 0.3269

Each line ends with the Mulliken charge.
Atoms and positions in Å:
C: -2.151 7.292 -2.818  -1.1109
S: -2.639 5.598 -2.317  0.6385
O: -4.163 5.557 -2.263  -0.6663
C: -1.940 4.769 -3.906  -0.6923
H: -2.652 7.461 -3.773  0.3918
H: -1.105 7.438 -3.067  0.3541
H: -2.482 8.073 -2.108  0.3267
H: -2.008 5.443 -4.774  0.4578
H: -2.605 3.881 -3.983  0.2419
H: -0.866 4.436 -3.708  0.0732
C: 4.200 -2.670 1.381  -0.9382
S: 4.204 -2.284 -0.373  0.7973
O: 5.144 -1.086 -0.402  -0.7284
C: 5.096 -3.795 -1.025  -1.1409
H: 3.652 -3.528 1.697  0.3554
H: 3.712 -1.855 1.881  0.1338
H: 5.197 -2.724 1.816  0.4678
H: 5.207 -3.604 -2.089  0.3518
H: 4.469 -4.647 -0.872  0.3559
H: 6.046 -3.900 -0.512  0.3666
C: -1.119 -5.873 3.748  -0.6414
S: -1.042 -5.902 1.958  0.3639
O: -2.218 -5.116 1.416  -0.6274
C: 0.489 -4.772 1.926  -0.7163
H: -0.315 -6.460 4.220  0.3527
H: -2.031 -6.380 4.035  0.4265
H: -1.205 -4.893 4.194  -0.0051
H: 1.293 -5.125 2.535  0.4413
H: 0.101 -3.781 2.259  -0.0002
H: 0.937 -4.699 0.932  0.4124
C: -4.400 -1.156 -0.314  -0.8306
S: -4.160 0.049 -1.650  0.6134
O: -3.632 -0.658 -2.843  -0.7120
C: -5.931 0.269 -2.009  -1.2690
H: -4.782 -2.064 -0.761  0.6082
H: -5.075 -0.854 0.479  0.5025
H: -3.383 -1.319 0.069  -0.1851
H: -6.458 0.843 -1.263  0.3604
H: -6.359 -0.689 -2.178  0.3715
H: -5.918 0.830 -2.953  0.3845
C: -1.855 2.761 1.894  -0.2212
S: -3.278 2.194 0.856  0.8113
O: -3.910 1.129 1.746  -0.7561
C: -4.409 3.682 1.221  -1.0718
H: -1.182 3.552 1.467  -0.0150
H: -1.157 1.975 1.961  -0.3567
H: -2.281 2.851 2.859  0.6585
H: -4.571 3.664 2.327  0.3175
H: -5.257 3.291 0.670  0.3493
H: -4.087 4.658 0.819  0.3096
C: 1.559 3.307 2.640  -0.9154
S: 2.679 2.855 1.211  0.9815
O: 3.550 4.010 0.938  -0.7553
C: 3.845 1.718 2.003  -1.0601
H: 2.081 3.884 3.394  0.5352
H: 1.100 2.439 3.117  0.1734
H: 0.813 3.914 2.222  0.0985
H: 4.539 2.359 2.573  0.4522
H: 4.388 1.091 1.328  0.2154
H: 3.320 1.044 2.733  0.1958
C: -2.869 -1.664 3.124  -0.2818
S: -1.974 -1.753 4.755  0.1381
O: -0.903 -2.774 4.608  -0.5163
C: -1.081 -0.228 4.492  -0.5696
H: -3.166 -0.610 2.876  0.0074
H: -3.703 -2.355 3.171  0.4859
H: -2.124 -2.067 2.483  0.0035
H: -0.741 -0.189 3.456  -0.1558
H: -0.247 -0.274 5.182  0.4525
H: -1.754 0.619 4.685  0.4185
C: 1.952 -4.320 5.881  -0.5674
S: 3.694 -4.071 5.470  0.3064
O: 3.863 -4.276 4.016  -0.5026
C: 3.500 -2.310 5.675  -0.7426
H: 1.660 -3.894 6.831  0.4121
H: 1.754 -5.403 6.007  0.3324
H: 1.364 -3.967 5.067  -0.0460
H: 3.246 -2.040 6.714  0.3932
H: 2.685 -2.014 5.037  0.0677
H: 4.411 -1.848 5.417  0.3707
C: -1.770 0.712 -5.143  -0.5110
S: -0.451 -0.542 -5.152  0.2021
O: 0.079 -0.614 -3.755  -0.3212
C: -1.641 -1.829 -5.408  -0.5795
H: -1.504 1.756 -5.143  0.2905
H: -2.260 0.552 -4.220  -0.0924
H: -2.463 0.599 -5.995  0.4081
H: -1.056 -2.816 -5.287  0.2790
H: -2.286 -1.838 -6.334  0.3678
H: -2.343 -1.803 -4.558  0.0210
C: 1.513 4.690 -2.125  -0.2738
S: 0.508 5.808 -1.158  0.3833
O: -0.130 4.966 -0.041  -0.5878
C: 1.873 6.661 -0.313  -0.9701
H: 2.244 4.248 -1.477  -0.2014
H: 2.137 5.128 -2.932  0.6228
H: 0.927 3.904 -2.574  -0.0275
H: 1.373 7.452 0.259  0.3921
H: 2.562 7.019 -1.056  0.4099
H: 2.314 5.904 0.347  0.1571
C: -2.402 -3.889 -1.444  -0.3706
S: -1.220 -5.150 -2.073  0.4634
O: -0.222 -5.418 -1.002  -0.5961
C: -2.338 -6.606 -1.996  -0.9537
H: -2.298 -3.931 -0.361  0.1418
H: -3.354 -4.177 -1.810  0.5795
H: -2.146 -2.903 -1.793  -0.1243
H: -3.082 -6.446 -1.195  0.2415
H: -1.669 -7.475 -1.705  0.3387
H: -2.922 -6.796 -2.915  0.3459
C: 4.862 2.574 -2.080  -0.9525
S: 3.530 2.111 -3.149  0.9428
O: 3.252 3.210 -4.072  -0.7286
C: 4.563 0.900 -4.103  -1.1344
H: 5.761 2.895 -2.710  0.3611
H: 5.193 1.706 -1.430  0.1703
H: 4.618 3.306 -1.343  0.3146
H: 4.840 1.335 -5.067  0.3620
H: 3.900 0.103 -4.406  0.3388
H: 5.342 0.443 -3.473  0.3144
C: -0.094 1.330 -0.999  0.6029
S: 0.988 0.404 0.028  0.9450
O: 0.538 0.605 1.433  -0.7363
C: 0.383 -1.261 -0.484  -0.6190
H: -1.146 1.068 -0.946  -0.6580
H: 0.100 1.339 -2.067  0.2898
H: -0.069 2.356 -0.655  -0.2472
H: 0.698 -1.886 0.349  0.2814
H: 0.905 -1.588 -1.377  0.4481
H: -0.698 -1.159 -0.606  -0.1689

(ii) wins, 5.324 eV ahead of the next structure.